Record 1
{"formula": "C23H61N7O8", "method": "ωB97M-V/def2-TZVPD", "spin_multiplicity": 1, "largest_force_ev_per_a": 6.88, "e_lumo_ev": -11.8925, "charge": 6, "gap_ev": 5.9, "homo_energy_ev": -17.84, "energy_ha": -1895.54637, "symbols": ["C", "C", "O", "H", "H", "H", "H", "H", "C", "C", "O", "N", "H", "H", "C", "H", "H", "H", "H", "H", "H", "C", "C", "O", "N", "H", "H", "C", "H", "H", "H", "H", "H", "H", "C", "C", "O", "N", "H", "H", "C", "H", "H", "H", "H", "H", "H", "C", "C", "O", "N", "H", "H", "C", "H", "H", "H", "H", "H", "H", "C", "C", "O", "N", "H", "H", "C", "H", "H", "H", "H", "H", "H", "C", "C", "O", "N", "H", "H", "C", "H", "H", "H", "H", "H", "H", "C", "C", "O", "N", "H", "H", "C", "H", "H", "H", "H", "H", "H"], "coordinates": [[0.00, -0.24, -0.50], [0.66, 1.10, -0.86], [1.03, 1.88, 0.30], [-0.24, -0.94, -1.30], [-0.65, -0.23, 0.37], [0.81, -0.91, -0.21], [-0.05, 1.65, -1.49], [1.46, 0.96, -1.59], [1.05, 1.13, 4.50], [2.46, 0.58, 4.71], [2.80, -0.06, 5.69], [3.37, 0.66, 3.43], [2.93, 1.10, 2.63], [4.03, 1.37, 3.71], [3.99, -0.71, 3.11], [0.63, 0.33, 3.89], [1.17, 2.13, 4.07], [0.46, 1.22, 5.41], [4.13, -1.36, 3.97], [4.95, -0.48, 2.66], [3.34, -1.24, 2.41], [2.41, -9.69, -1.95], [2.83, -8.29, -1.76], [3.54, -7.72, -2.62], [2.43, -7.51, -0.52], [1.85, -8.18, -0.04], [3.31, -7.40, -0.04], [1.87, -6.13, -0.84], [2.10, -9.83, -2.99], [1.77, -10.03, -1.14], [3.34, -10.23, -1.77], [2.45, -5.58, -1.57], [2.10, -5.61, 0.09], [0.78, -6.13, -0.82], [3.05, 7.06, 2.72], [2.80, 6.50, 1.39], [2.21, 7.09, 0.51], [3.57, 5.25, 1.06], [4.10, 4.85, 1.81], [2.92, 4.52, 0.80], [4.34, 5.30, -0.25], [2.15, 7.50, 3.14], [3.89, 7.75, 2.77], [3.28, 6.22, 3.38], [3.74, 5.73, -1.05], [4.74, 4.32, -0.51], [5.12, 6.01, -0.01], [-5.76, -0.28, -2.47], [-6.34, 0.96, -2.96], [-5.55, 1.88, -3.28], [-7.85, 1.12, -2.82], [-8.17, 1.05, -3.77], [-8.15, 0.35, -2.23], [-8.14, 2.50, -2.27], [-6.25, -0.66, -1.57], [-4.78, -0.10, -2.03], [-5.72, -1.09, -3.19], [-9.21, 2.46, -2.09], [-7.85, 3.07, -3.15], [-7.56, 2.75, -1.37], [-3.44, -4.28, 1.05], [-4.15, -3.43, 2.04], [-4.10, -2.25, 2.08], [-4.74, -4.14, 3.31], [-4.47, -5.10, 3.16], [-4.32, -3.76, 4.14], [-6.24, -3.82, 3.28], [-3.90, -5.24, 0.80], [-2.41, -4.43, 1.39], [-3.45, -3.59, 0.21], [-6.51, -2.91, 2.75], [-6.57, -3.99, 4.30], [-6.69, -4.59, 2.65], [-2.53, 6.22, -0.17], [-3.25, 4.98, 0.28], [-4.28, 4.64, -0.27], [-2.57, 3.93, 1.20], [-1.73, 3.57, 0.78], [-2.17, 4.57, 1.87], [-3.53, 2.92, 1.82], [-2.64, 6.90, 0.67], [-3.24, 6.64, -0.88], [-1.50, 6.09, -0.49], [-3.87, 2.40, 0.92], [-4.44, 3.35, 2.23], [-2.98, 2.31, 2.53], [6.95, -1.94, -3.44], [6.34, -0.56, -3.39], [5.96, -0.01, -2.34], [5.82, 0.05, -4.71], [6.64, 0.53, -5.04], [5.57, -0.55, -5.48], [4.64, 0.99, -4.57], [7.64, -1.95, -4.28], [6.10, -2.50, -3.84], [7.31, -2.34, -2.49], [4.46, 1.54, -5.49], [4.82, 1.68, -3.74], [3.79, 0.33, -4.36]]}

Record 2
{"formula": "C23H62N5O15Zn", "method": "ωB97M-V/def2-TZVPD", "spin_multiplicity": 1, "largest_force_ev_per_a": 3.57, "e_lumo_ev": -4.2914, "charge": 1, "gap_ev": 6.4, "homo_energy_ev": -10.67, "energy_ha": -4094.93250, "symbols": ["C", "N", "C", "C", "C", "C", "O", "H", "H", "H", "H", "H", "H", "H", "H", "H", "H", "H", "H", "H", "H", "Zn", "O", "C", "C", "O", "H", "H", "H", "H", "C", "C", "O", "O", "H", "H", "H", "H", "H", "H", "C", "C", "O", "O", "H", "H", "H", "H", "H", "H", "C", "C", "O", "O", "H", "H", "H", "H", "H", "H", "C", "C", "O", "O", "H", "H", "H", "H", "H", "H", "O", "C", "N", "C", "H", "H", "H", "H", "H", "O", "C", "N", "C", "H", "H", "H", "H", "H", "O", "C", "N", "C", "H", "H", "H", "H", "H", "O", "C", "N", "C", "H", "H", "H", "H", "H"], "coordinates": [[1.28, -2.61, -0.38], [1.37, -3.78, 0.68], [0.49, -4.96, 0.18], [2.82, -4.15, 0.69], [0.99, -3.27, 2.09], [-0.54, -3.11, 2.30], [-1.19, -2.13, 1.51], [1.81, -2.78, -1.31], [1.81, -1.80, 0.13], [0.26, -2.47, -0.73], [1.02, -5.27, -0.72], [-0.50, -4.55, -0.01], [0.51, -5.71, 0.98], [3.38, -3.27, 0.99], [3.09, -4.41, -0.34], [3.00, -5.07, 1.25], [1.45, -2.31, 2.30], [1.50, -3.88, 2.85], [-0.73, -3.08, 3.37], [-1.07, -4.05, 2.10], [-1.06, -1.23, 1.83], [0.83, 1.71, 3.31], [-0.79, 0.82, 2.32], [-1.56, 0.37, 3.39], [-1.43, 1.16, 4.85], [-0.18, 1.86, 5.13], [-1.32, -0.67, 3.65], [-2.60, 0.27, 3.07], [-1.72, 0.47, 5.66], [-2.25, 1.86, 4.96], [0.32, 2.65, 8.60], [-0.25, 1.22, 8.57], [0.37, 0.35, 7.58], [-0.32, 3.38, 7.59], [1.39, 2.83, 8.52], [-0.04, 3.19, 9.47], [-1.33, 1.31, 8.47], [-0.03, 0.65, 9.47], [0.23, 0.76, 6.73], [-0.14, 3.00, 6.73], [3.11, 3.39, 5.40], [3.25, 2.05, 6.20], [4.49, 1.38, 6.01], [3.10, 3.16, 4.00], [3.88, 4.13, 5.63], [2.17, 3.84, 5.71], [2.54, 1.28, 5.89], [3.12, 2.23, 7.27], [4.62, 1.19, 5.08], [3.72, 2.47, 3.78], [-5.23, -2.69, 4.64], [-5.59, -1.62, 5.63], [-4.53, -0.65, 5.60], [-5.00, -2.13, 3.36], [-6.09, -3.33, 4.45], [-4.35, -3.22, 5.01], [-5.71, -2.01, 6.64], [-6.51, -1.09, 5.37], [-4.33, -0.48, 4.67], [-5.11, -2.74, 2.62], [-1.34, 1.26, -1.37], [-0.80, 2.65, -0.76], [-1.54, 2.87, 0.47], [-0.85, 0.11, -0.59], [-1.03, 1.08, -2.39], [-2.43, 1.27, -1.41], [-0.92, 3.51, -1.42], [0.23, 2.46, -0.48], [-1.31, 2.20, 1.12], [-0.93, 0.43, 0.31], [-3.56, 6.80, 7.41], [-2.91, 5.76, 7.42], [-1.64, 5.87, 7.17], [-3.53, 4.46, 7.71], [-1.03, 5.08, 7.33], [-1.32, 6.81, 7.00], [-2.97, 3.67, 7.21], [-4.56, 4.48, 7.38], [-3.47, 4.36, 8.79], [0.20, 3.52, 2.66], [-0.32, 4.60, 2.95], [-1.28, 5.05, 2.19], [0.04, 5.37, 4.21], [-1.86, 5.84, 2.45], [-1.58, 4.41, 1.48], [-0.49, 4.81, 4.99], [-0.43, 6.35, 4.23], [1.10, 5.44, 4.47], [-0.73, -3.62, 7.83], [-1.44, -2.72, 7.50], [-1.20, -2.08, 6.36], [-2.61, -2.33, 8.36], [-0.41, -2.39, 5.81], [-1.66, -1.25, 6.02], [-3.11, -3.20, 8.79], [-3.44, -1.79, 7.90], [-2.35, -1.70, 9.21], [-6.48, 3.94, 2.46], [-5.39, 3.67, 2.96], [-4.36, 4.36, 2.53], [-5.18, 2.71, 4.10], [-3.45, 4.18, 2.93], [-4.49, 5.23, 2.03], [-5.95, 2.86, 4.86], [-4.18, 2.83, 4.51], [-5.28, 1.68, 3.74]]}

Record 3
{"formula": "C23H63N4O16", "method": "ωB97M-V/def2-TZVPD", "spin_multiplicity": 1, "largest_force_ev_per_a": 2.66, "e_lumo_ev": 1.8402, "charge": -1, "gap_ev": 7.4, "homo_energy_ev": -5.56, "energy_ha": -2336.95476, "symbols": ["C", "N", "C", "C", "C", "C", "O", "H", "H", "H", "H", "H", "H", "H", "H", "H", "H", "H", "H", "H", "H", "O", "C", "C", "O", "H", "H", "H", "H", "C", "C", "O", "O", "H", "H", "H", "H", "H", "H", "C", "C", "O", "O", "H", "H", "H", "H", "H", "H", "C", "C", "O", "O", "H", "H", "H", "H", "H", "H", "C", "C", "O", "O", "H", "H", "H", "H", "H", "H", "C", "C", "O", "O", "H", "H", "H", "H", "H", "H", "O", "C", "N", "C", "H", "H", "H", "H", "H", "O", "C", "N", "C", "H", "H", "H", "H", "H", "O", "C", "N", "C", "H", "H", "H", "H", "H"], "coordinates": [[-0.58, -3.97, 0.55], [-1.91, -3.81, 1.26], [-2.94, -3.96, 0.17], [-2.05, -4.90, 2.27], [-2.05, -2.37, 1.81], [-1.26, -2.16, 3.10], [0.10, -2.56, 3.09], [0.25, -3.94, 1.24], [-0.46, -3.22, -0.22], [-0.71, -4.94, 0.07], [-3.83, -3.37, 0.37], [-3.11, -5.03, 0.07], [-2.61, -3.53, -0.77], [-2.01, -5.86, 1.77], [-2.94, -4.72, 2.86], [-1.18, -4.87, 2.93], [-3.11, -2.16, 1.91], [-1.54, -1.77, 1.05], [-1.70, -2.63, 3.98], [-1.23, -1.09, 3.32], [0.44, -1.96, 2.39], [0.90, -0.01, 1.88], [0.93, 0.62, 0.63], [-0.19, 0.24, -0.40], [-1.45, 0.85, -0.50], [1.88, 0.25, 0.20], [0.95, 1.72, 0.68], [-0.42, -0.84, -0.35], [0.29, 0.23, -1.40], [-4.37, -0.94, -1.15], [-4.02, -0.07, -2.35], [-2.65, -0.24, -2.69], [-3.97, -0.35, 0.05], [-3.84, -1.88, -1.38], [-5.44, -1.15, -1.18], [-4.18, 1.00, -2.21], [-4.68, -0.28, -3.20], [-2.14, 0.40, -2.16], [-3.06, 0.01, -0.04], [-1.34, 3.98, 4.21], [-0.32, 3.26, 3.38], [-0.22, 1.89, 3.80], [-1.01, 4.12, 5.59], [-2.26, 3.38, 4.20], [-1.63, 4.95, 3.79], [0.67, 3.71, 3.52], [-0.64, 3.23, 2.34], [0.00, 1.29, 3.07], [-1.00, 3.22, 5.93], [3.61, -0.10, 3.81], [3.32, 1.39, 3.79], [2.86, 1.73, 2.50], [2.59, -1.05, 3.85], [4.28, -0.37, 4.63], [4.26, -0.30, 2.94], [4.29, 1.84, 4.02], [2.68, 1.62, 4.65], [1.99, 1.30, 2.41], [1.99, -0.85, 3.10], [0.64, 1.91, -4.27], [0.84, 1.11, -5.55], [2.26, 0.95, -5.81], [1.52, 1.51, -3.25], [-0.37, 1.87, -3.86], [0.75, 3.00, -4.42], [0.25, 1.40, -6.41], [0.56, 0.08, -5.28], [2.65, 1.27, -4.98], [1.08, 1.24, -2.44], [-1.36, 4.42, -0.48], [-2.81, 4.12, -0.12], [-2.88, 3.11, 0.86], [-0.87, 3.58, -1.48], [-0.86, 4.21, 0.47], [-1.26, 5.48, -0.75], [-3.37, 3.75, -0.99], [-3.33, 5.02, 0.23], [-2.34, 2.38, 0.48], [-0.96, 2.64, -1.18], [-1.16, -4.43, -2.54], [-1.42, -3.51, -3.32], [-0.83, -2.30, -3.05], [-2.56, -3.58, -4.29], [-0.07, -2.31, -2.40], [-1.36, -1.45, -3.21], [-3.22, -4.34, -3.87], [-2.27, -3.93, -5.28], [-2.95, -2.57, -4.43], [3.44, -3.54, -1.05], [3.64, -2.33, -0.94], [3.95, -1.80, 0.28], [3.61, -1.43, -2.14], [3.39, -0.98, 0.49], [3.91, -2.47, 1.04], [2.98, -1.82, -2.94], [4.62, -1.31, -2.53], [3.32, -0.42, -1.83], [5.12, 4.57, -0.43], [4.62, 3.51, -0.12], [5.18, 2.66, 0.79], [3.48, 2.90, -0.93], [5.99, 2.96, 1.30], [4.56, 1.90, 0.99], [2.48, 3.33, -0.89], [3.38, 1.84, -0.70], [3.80, 2.87, -1.97]]}

Record 4
{"formula": "C23H63NO8P", "method": "ωB97M-V/def2-TZVPD", "spin_multiplicity": 1, "largest_force_ev_per_a": 1.04, "e_lumo_ev": -3.3142, "charge": 1, "gap_ev": 8.3, "homo_energy_ev": -11.65, "energy_ha": -1911.83318, "symbols": ["C", "C", "P", "C", "C", "N", "C", "C", "C", "H", "H", "H", "H", "H", "H", "H", "H", "H", "H", "H", "H", "H", "H", "H", "C", "C", "O", "H", "H", "H", "H", "H", "H", "C", "C", "O", "H", "H", "H", "H", "H", "H", "C", "C", "O", "H", "H", "H", "H", "H", "H", "C", "C", "O", "H", "H", "H", "H", "H", "H", "C", "C", "O", "H", "H", "H", "H", "H", "H", "C", "C", "O", "H", "H", "H", "H", "H", "H", "C", "C", "O", "H", "H", "H", "H", "H", "H", "C", "C", "O", "H", "H", "H", "H", "H", "H"], "coordinates": [[1.87, 0.53, -0.93], [2.18, -0.04, -2.33], [1.34, -1.60, -2.77], [1.94, -2.81, -1.56], [-0.34, -1.42, -2.25], [-1.09, -2.43, -1.89], [-2.48, -2.00, -1.68], [-2.19, -0.61, -1.12], [-1.18, -0.18, -2.22], [1.39, -0.20, -0.29], [2.80, 0.85, -0.49], [1.22, 1.40, -1.01], [1.94, 0.68, -3.11], [3.23, -0.29, -2.40], [1.10, -3.31, -1.11], [2.52, -2.36, -0.76], [2.55, -3.55, -2.06], [-0.77, -3.39, -1.79], [-2.92, -1.87, -2.67], [-3.10, -2.68, -1.12], [-3.02, 0.04, -0.91], [-1.55, -0.80, -0.26], [-1.66, -0.16, -3.20], [-0.63, 0.73, -2.04], [6.32, -0.82, 1.78], [5.11, 0.06, 1.53], [5.07, 0.55, 0.19], [7.23, -0.27, 1.58], [6.34, -1.17, 2.82], [6.30, -1.70, 1.13], [5.13, 0.94, 2.17], [4.19, -0.49, 1.75], [5.05, -0.21, -0.40], [0.17, -6.91, -3.44], [0.64, -5.56, -2.94], [-0.09, -5.12, -1.78], [-0.89, -6.88, -3.68], [0.72, -7.21, -4.33], [0.32, -7.67, -2.67], [0.48, -4.79, -3.69], [1.71, -5.58, -2.71], [0.01, -5.78, -1.08], [-1.81, 4.81, -2.45], [-0.96, 3.60, -2.13], [-0.60, 2.86, -3.30], [-2.72, 4.51, -2.97], [-2.09, 5.34, -1.54], [-1.27, 5.50, -3.10], [-1.50, 2.91, -1.49], [-0.05, 3.91, -1.59], [-0.11, 3.45, -3.88], [-2.87, 0.15, 2.49], [-1.82, -0.92, 2.76], [-2.23, -1.81, 3.79], [-3.07, 0.71, 3.41], [-2.53, 0.85, 1.73], [-3.81, -0.29, 2.16], [-0.89, -0.47, 3.11], [-1.60, -1.48, 1.84], [-3.05, -2.23, 3.51], [-4.93, -1.66, 6.04], [-6.08, -0.75, 5.67], [-6.05, -0.36, 4.30], [-3.97, -1.18, 5.83], [-4.96, -1.94, 7.09], [-4.97, -2.58, 5.45], [-6.03, 0.18, 6.25], [-7.04, -1.23, 5.90], [-6.14, -1.16, 3.77], [3.33, 3.98, -0.18], [2.11, 4.87, -0.33], [2.01, 5.43, -1.64], [4.24, 4.54, -0.38], [3.39, 3.57, 0.83], [3.28, 3.15, -0.88], [2.15, 5.71, 0.36], [1.20, 4.30, -0.11], [1.98, 4.71, -2.27], [2.85, 9.52, 0.82], [3.95, 8.88, 1.64], [3.94, 7.46, 1.54], [1.87, 9.15, 1.13], [2.86, 10.61, 0.93], [2.97, 9.29, -0.24], [3.82, 9.10, 2.70], [4.93, 9.27, 1.34], [4.07, 7.23, 0.62], [-3.51, -5.70, -1.07], [-3.25, -7.04, -0.42], [-2.02, -7.04, 0.32], [-2.66, -5.46, -1.72], [-4.42, -5.70, -1.67], [-3.59, -4.91, -0.32], [-3.14, -7.82, -1.17], [-4.08, -7.33, 0.24], [-2.11, -6.39, 1.03]]}